Record 1
C4H7IN2 | ωB97M-V with the def2-TZVPD basis set

```
14
Properties=species:S:1:pos:R:3:forces:R:3
I 1.08711 2.30685 2.06780 -0.7 -0.5 -0.2
H -0.11462 -1.64491 3.15418 -0.1 0.6 -1.2
H 0.94585 1.44093 -0.92543 0.4 0.4 0.9
C 0.63621 0.55852 -0.36243 -3.5 1.4 -1.2
C -0.07200 0.74986 0.99363 -1.3 1.6 -0.7
H 1.42362 -0.05527 -0.06902 1.5 -1.3 -0.5
N 0.20939 -0.45652 1.69179 0.2 -2.1 2.7
N -0.52532 -0.82022 2.63870 0.4 1.0 -0.7
C -0.43598 0.01657 -1.32929 -1.4 1.1 1.5
H -0.92945 -1.35037 -2.94625 -0.4 0.5 0.9
H -1.44119 0.50445 -1.38879 1.0 0.0 0.7
C -0.29466 -0.98596 -2.12509 1.2 -1.4 -2.9
H 0.71275 -1.28742 -2.31763 0.7 -0.9 0.4
H -1.20172 1.02349 0.91783 2.0 -0.2 0.4
```
Forces are in eV/Å.

The HOMO energy is -0.347 hartree. The energy is -15339.134 eV. The spin multiplicity is 1. As for the SMILES: [H]/N=N/[C@@H](I)CC=C. The HOMO-LUMO gap is 8.90 eV. The total charge is 0. The calculation puts the lowest unoccupied orbital energy at -0.53 eV.

Löwdin atomic charge list, values in e, 8 entries: number 1, I, carries 0.74; number 2, H, carries 0.08; number 3, H, carries 0.10; number 4, C, carries -0.28; number 5, C, carries -0.75; number 6, H, carries 0.07; number 7, N, carries -0.16; number 8, N, carries 0.07

Record 2
C42H36AuN6OP | ωB97M-V with the def2-TZVPD basis set

```
87
Properties=species:S:1:pos:R:3:forces:R:3
C -3.12609 0.84275 2.88517 0.0 -0.1 -0.3
C 1.30684 -0.51052 3.93522 -0.8 -0.3 0.7
H -1.12968 0.82406 -5.37996 0.1 0.0 -0.1
H 3.15144 4.31061 -0.14285 -0.1 0.0 -0.1
C 1.65361 -3.30833 -2.47842 -0.1 -0.1 0.2
H -0.17012 5.44039 2.36265 0.2 0.1 -0.2
C 3.42989 0.53279 -1.32301 0.7 0.4 0.8
H -2.52481 2.84340 -5.54258 -0.1 0.1 -0.1
C 0.10446 2.81857 0.22935 0.4 1.0 0.0
C 1.37463 3.11125 -0.29109 0.1 0.1 0.2
H 2.57458 -1.55321 -3.29462 -0.3 0.0 0.5
H 2.88335 0.30625 5.10505 0.3 0.1 0.2
H -0.23024 -3.52593 -1.36880 0.1 0.0 0.0
C -2.17564 2.51820 -4.57657 0.3 -0.3 0.9
C 2.55777 -3.27080 -1.21984 -0.7 -0.3 -0.5
H -3.48488 -3.41419 1.96954 0.1 0.2 -0.2
H 1.72287 -0.20939 7.27798 0.0 0.0 -0.1
H 2.17284 -3.91164 -3.23400 0.0 0.0 0.1
H 2.88551 0.34850 -2.24181 0.1 0.0 0.1
C 0.04494 -1.11425 3.91689 0.9 0.2 0.8
H -1.48978 3.58372 1.49187 0.4 0.0 0.1
C -0.00693 -1.05263 6.30761 0.3 0.3 -0.2
C -2.17717 -1.91125 -1.31731 -0.4 -0.2 0.5
H -3.52473 0.69165 -0.97935 0.0 0.0 0.0
C 0.00730 -0.24589 -3.29316 0.6 -1.5 -1.8
C 4.68172 1.12983 -1.33203 -0.3 -0.3 1.0
H -0.50168 -1.27085 7.23976 -0.1 0.0 0.1
H -0.36323 -3.99785 -3.05863 -0.1 0.0 -0.2
C 0.92306 -1.96258 -4.54239 -0.8 0.3 -0.3
H -1.78724 -1.46481 -2.22023 0.0 -0.1 0.0
N 0.73773 -0.88601 -2.41190 -0.6 0.4 -2.3
C 1.73291 -0.34767 2.54614 0.2 0.1 -0.7
C 3.40343 0.45912 1.04352 0.5 0.3 -1.3
H -1.09780 1.42477 2.49953 0.0 -0.1 0.1
P -0.71873 1.35859 -0.37001 -0.4 0.2 0.8
C -0.86876 0.94264 -3.23119 -0.4 0.3 -0.2
H -3.91381 -2.68967 -2.28991 0.1 0.0 0.3
C -2.04859 1.15216 2.05923 -0.1 -0.1 -0.3
C 4.71170 1.05448 1.10208 -1.0 -0.5 -1.0
N 2.80460 0.18933 -0.16169 0.4 0.3 0.4
C -0.62840 -1.37111 5.10641 -0.1 -0.2 -0.6
N 0.74396 -0.89869 1.70791 0.1 -0.1 1.3
H 3.50997 -2.78193 -1.42041 0.0 0.0 0.0
C -3.40452 0.75665 0.09455 -0.3 -0.3 0.7
C -3.37861 -2.59623 -1.34711 0.3 0.0 0.6
C 1.55145 -1.94378 -3.16027 -0.1 0.5 0.5
H 1.70305 -1.88778 -5.29905 -0.3 0.2 -0.1
N 2.84862 0.22608 2.25535 -0.7 -0.4 0.6
C -2.04621 2.77894 -2.16740 -0.1 -0.3 -0.5
H -5.19222 0.22714 2.95711 -0.2 -0.1 0.1
C -1.36649 1.38621 -4.49692 -0.1 0.3 1.4
N -1.38427 -2.00136 2.21303 0.6 0.4 0.5
H -4.79332 -3.73283 -0.16565 0.0 -0.1 0.1
H -2.96321 0.84616 3.95963 -0.2 0.1 -0.1
H -5.40901 0.12283 0.46733 -0.2 0.1 0.1
C -4.35724 0.47746 2.32783 0.7 0.2 -0.7
C -0.28435 -1.39951 2.52276 -0.4 0.0 -0.8
H -2.34268 3.31075 -1.27241 0.0 0.1 0.0
O 0.03556 -0.75590 -4.61079 1.5 -0.6 3.0
C -1.94532 -2.21897 0.99925 -0.3 -0.4 -1.2
H 5.16029 1.37694 -2.27007 0.0 0.0 0.1
H -3.18964 4.05646 -3.45824 0.1 0.0 0.0
H 5.15935 1.20751 2.07472 -0.1 0.0 -0.1
C -0.45871 3.71745 1.16247 0.2 -0.4 -0.2
C -2.16996 1.10677 0.65617 -0.4 0.0 0.2
C 0.29693 -3.99677 -2.19865 0.6 0.3 0.2
H 2.73369 -4.30197 -0.89924 0.1 0.2 0.1
H 0.48206 -5.03370 -1.92171 0.0 0.0 0.0
C 1.25950 -0.44870 6.32937 -0.3 -0.2 -0.4
N -1.44371 -1.73428 -0.18793 -0.8 -0.6 0.6
H 6.34417 1.75511 -0.09618 0.0 0.2 0.1
H 2.05502 -2.75772 -0.38979 0.1 -0.1 0.0
H 1.74732 2.54301 -1.13736 0.2 -0.1 0.2
C -4.48641 0.43621 0.93137 0.7 0.2 0.0
H -1.60446 -1.83719 5.05566 0.0 0.0 0.2
C -3.86493 -3.17800 -0.14417 0.5 0.4 -0.7
C 1.60444 5.02309 1.18448 -0.5 -1.1 -0.3
C 1.92197 -0.17070 5.13605 -0.2 0.0 -0.4
C 2.14305 4.15488 0.22124 -0.4 0.3 0.1
H 2.17730 5.85217 1.56577 0.1 0.1 0.1
C 0.29588 4.79165 1.62550 -0.1 0.1 0.1
H 0.31306 -2.85430 -4.74362 0.0 0.4 0.1
C 5.33648 1.36958 -0.08180 -0.5 -0.4 -0.8
C -3.15453 -3.00637 1.01854 0.8 0.7 -0.4
C -2.52016 3.20722 -3.40393 0.1 -0.4 -0.4
Au 0.66887 -0.70306 -0.31750 0.0 0.1 0.4
C -1.22884 1.64501 -2.05258 -0.2 0.4 -1.1
```
Forces are in eV/Å.

The HOMO energy (alpha / beta) is -0.482 / -0.485 hartree. The energy is -68093.402 eV. The spin multiplicity is 3. The HOMO-LUMO gap (alpha / beta) is 7.12 / 5.25 eV. The total charge is +2. The calculation puts the lowest unoccupied orbital energy (alpha / beta) at -5.99 / -7.95 eV.

Löwdin atomic charge list, values in e, 8 entries: number 1, C, carries -0.04; number 2, C, carries -0.10; number 3, H, carries 0.12; number 4, H, carries 0.11; number 5, C, carries -0.36; number 6, H, carries 0.12; number 7, C, carries -0.16; number 8, H, carries 0.12

Record 3
C6H10O2 | ωB97M-V with the def2-TZVPD basis set

```
18
Properties=species:S:1:pos:R:3:forces:R:3
H -2.74016 -1.35206 -0.27114 0.0 0.0 0.0
C -1.93783 -1.48300 0.45196 0.3 0.1 0.2
C -0.92594 -0.35741 0.34655 -0.2 0.0 -2.6
H -1.42524 -2.42786 0.28752 0.0 0.0 -0.1
O 0.14236 -0.53296 1.13158 2.8 1.0 -1.0
H -2.35604 3.07048 0.62371 -0.2 0.2 0.1
C -2.01642 2.07096 0.56117 0.3 -0.3 -0.1
O -0.35211 -0.38510 -1.16093 -1.4 -0.7 1.6
H 2.10821 1.71945 0.06735 0.0 0.1 0.1
H 1.05508 0.37996 -0.97840 2.5 1.2 1.6
C 2.05080 0.72939 -0.36114 -1.1 -0.3 -2.2
H 1.00676 -0.01134 0.62524 -2.7 -1.7 1.8
C -1.54874 0.96977 0.47566 0.0 0.4 -0.1
H 4.10762 0.25597 -0.07767 0.0 0.1 0.1
H -1.04378 -0.12644 -1.77943 -0.2 0.1 0.2
C 3.13667 -0.03033 -0.46642 0.1 -0.1 0.3
H 3.09993 -1.00680 -0.93122 -0.1 0.0 -0.1
H -2.36117 -1.48267 1.45562 0.0 0.0 0.0
```
Forces are in eV/Å.

The HOMO energy is -0.369 hartree. The energy is -10474.681 eV. The spin multiplicity is 1. As for the SMILES: C#CC(C)(O)O.C=C. The HOMO-LUMO gap is 10.93 eV. The total charge is 0. The calculation puts the lowest unoccupied orbital energy at 0.89 eV.

Löwdin atomic charge list, values in e, 8 entries: number 1, H, carries 0.09; number 2, C, carries 0.00; number 3, C, carries -0.61; number 4, H, carries 0.09; number 5, O, carries -0.01; number 6, H, carries 0.03; number 7, C, carries 0.15; number 8, O, carries -0.11

Record 4
C4H16N2O2 | ωB97M-V with the def2-TZVPD basis set

```
24
Properties=species:S:1:pos:R:3:forces:R:3
H 2.56007 0.48843 1.65736 0.2 -0.8 1.1
N 1.44268 -1.52283 -0.03888 -0.3 2.3 -0.6
H -0.07482 -0.65672 1.15933 0.1 0.4 -0.1
H -0.74720 -2.51231 -1.06944 0.7 -0.6 1.3
N -1.79578 -0.94389 -1.50050 0.9 -0.8 -0.4
O -1.11361 3.10780 0.18842 -0.4 -0.3 -0.3
H -2.52405 1.18201 0.83589 0.8 -0.4 0.9
H 1.68987 -1.93204 0.85475 0.0 0.0 0.0
C 0.13170 -0.83483 0.09419 -0.5 -1.5 1.1
H 3.29422 -1.16673 -0.67039 0.7 0.7 0.7
H -2.72333 -0.42729 1.26280 0.8 0.6 0.6
H -2.73957 -1.31158 -1.50403 0.1 0.8 -0.1
C 2.48142 -0.48479 -0.38550 0.0 -2.5 0.0
C -1.01904 -1.67642 -0.42135 -2.5 0.5 -2.3
H 3.69100 1.12470 0.39760 -0.1 -0.2 0.4
H -1.84905 -1.93349 0.27904 1.3 -0.4 0.3
C 2.72999 0.64524 0.62795 -0.4 0.9 -2.7
H 1.97107 1.38244 0.33277 0.2 0.2 0.3
H -1.11440 3.81847 0.83612 -0.2 0.1 -0.1
O -2.94529 0.33080 0.73029 -1.7 0.2 -1.0
H -1.72967 0.05468 -1.45088 -0.6 0.2 0.4
H 0.03528 0.11224 -0.43335 0.7 0.1 0.0
H -1.86563 3.25679 -0.41067 0.4 0.2 0.4
H 2.21411 -0.10067 -1.37151 -0.3 0.4 0.2
```
Forces are in eV/Å.

The HOMO energy is -0.302 hartree. The energy is -11480.908 eV. The spin multiplicity is 1. As for the SMILES: CCNCCN.O.O. The HOMO-LUMO gap is 8.65 eV. The total charge is 0. The calculation puts the lowest unoccupied orbital energy at 0.42 eV.

Löwdin atomic charge list, values in e, 8 entries: number 1, H, carries 0.05; number 2, N, carries -0.07; number 3, H, carries 0.11; number 4, H, carries 0.10; number 5, N, carries -0.05; number 6, O, carries -0.06; number 7, H, carries 0.01; number 8, H, carries 0.09